78
Properties=species:S:1:pos:R:3:forces:R:3 method="wB97M-V/def2-TZVPD" orbital_gap_ev=7.190 relative_energy_kcal_mol=19.7 lumo_energy_ev=-3.3 charge=+1
Re -1.073267 0.179034 -0.269165 -0.1 -0.3 -1.5
S -6.917933 1.076676 -0.740055 -0.1 0.1 0.0
As -5.065270 0.448018 -1.233485 0.2 0.1 0.0
S -2.374772 1.720391 -3.059901 0.1 0.2 -0.1
S -1.940057 -0.168767 -2.404739 0.0 0.0 0.9
S -4.360733 2.141050 -2.516593 0.1 0.0 0.0
C -2.958630 1.830749 2.854862 -0.1 -0.1 0.1
C -2.406577 2.331971 1.545237 0.0 -0.4 -0.3
C -3.232875 3.415731 0.905607 -0.2 0.1 -0.1
O -2.312419 1.189523 0.614050 0.1 0.3 0.7
H -3.041412 2.671127 3.547456 0.0 -0.1 0.0
H -2.311836 1.072281 3.301139 0.0 0.1 0.0
H -3.949624 1.397238 2.704094 0.0 0.0 0.0
H -1.398871 2.707087 1.702267 0.3 -0.1 -0.1
H -4.295888 3.171433 0.932481 0.0 0.0 0.0
H -2.940277 3.576392 -0.133821 0.0 0.0 0.1
H -3.074857 4.343670 1.458249 -0.1 0.0 0.0
C -0.535392 -2.922869 1.570009 0.4 -0.1 0.4
Si -1.597531 -2.189777 0.235646 -0.2 0.3 0.1
C -1.503929 -3.247771 -1.278540 0.0 -0.3 -0.5
C -3.343127 -2.083665 0.877185 -0.2 0.1 0.1
C -3.563572 -1.633793 2.185396 -0.1 0.0 0.0
C -4.849417 -1.515021 2.695652 0.0 0.0 0.0
C -5.943169 -1.845904 1.900869 0.0 0.0 0.1
C -5.745519 -2.301817 0.604504 0.0 -0.1 0.1
C -4.456829 -2.415910 0.098642 0.1 -0.1 0.1
H -1.147747 -3.646940 2.120290 0.1 0.0 0.0
H -0.152211 -2.188810 2.289788 -0.1 -0.2 -0.1
H 0.317148 -3.463763 1.142933 -0.1 0.1 0.1
H -1.148720 -4.247442 -1.001893 -0.1 0.1 -0.1
H -0.822286 -2.836687 -2.030208 0.0 -0.1 0.1
H -2.483295 -3.354269 -1.756619 0.2 0.0 0.0
H -2.716832 -1.376775 2.821763 -0.1 0.0 -0.1
H -5.000687 -1.165897 3.712498 0.0 0.0 -0.1
H -6.949276 -1.751901 2.294306 0.1 0.0 0.0
H -6.596225 -2.565911 -0.013207 0.0 0.0 0.0
H -4.323597 -2.769906 -0.917657 0.0 0.0 0.0
C 4.489586 -0.934343 -1.832428 0.1 -0.1 -0.1
C 2.953928 -0.931591 -1.853860 0.0 0.0 0.0
C 2.406507 -2.353210 -1.579570 0.1 0.0 -0.1
C 2.452854 -0.502992 -3.247454 0.1 -0.1 0.0
P 2.249994 0.266327 -0.632864 -0.3 0.1 0.0
N 0.640892 -0.087475 -0.589090 0.2 0.5 0.5
C 2.407177 2.047364 -1.182217 -0.1 -0.1 0.0
C 2.002396 2.940961 0.003847 0.0 0.1 0.0
C 3.848685 2.366087 -1.615007 0.0 0.1 0.0
C 1.447775 2.385414 -2.341833 0.1 0.1 0.0
C 2.932782 0.032571 1.088670 -0.1 -0.1 0.0
C 3.068927 -1.480830 1.346486 0.0 0.1 0.1
C 1.978719 0.606353 2.158338 0.2 0.0 0.1
C 4.315596 0.686566 1.222368 0.1 -0.1 0.1
H 4.837947 -1.576151 -2.647697 0.0 0.0 0.1
H 4.895058 -1.341129 -0.904113 -0.1 0.0 -0.1
H 4.917069 0.057710 -1.991624 0.0 -0.2 0.0
H 2.441841 -2.909291 -2.518893 0.0 0.0 0.1
H 1.370003 -2.350977 -1.245129 0.0 0.0 0.0
H 3.007418 -2.897678 -0.853999 -0.1 0.0 -0.1
H 2.722295 -1.295132 -3.948521 0.0 0.0 0.0
H 2.929648 0.412360 -3.594489 0.0 -0.1 0.0
H 1.367270 -0.382829 -3.282219 0.0 0.0 0.0
H 2.727472 2.925865 0.815669 -0.1 0.0 -0.1
H 1.018907 2.679363 0.405641 0.0 0.0 -0.1
H 1.941761 3.968042 -0.363411 0.0 0.0 0.0
H 4.596343 2.097215 -0.868298 -0.1 0.1 -0.1
H 3.922819 3.444308 -1.780393 0.0 0.0 0.0
H 4.106768 1.876631 -2.554817 0.0 0.1 0.1
H 0.424056 2.066590 -2.160303 -0.1 0.0 0.1
H 1.765597 1.976955 -3.295937 0.0 0.0 0.0
H 1.433926 3.474471 -2.439889 0.0 -0.1 0.0
H 2.138638 -2.019104 1.164986 0.0 0.0 0.0
H 3.327998 -1.615582 2.400169 0.0 0.0 -0.1
H 3.865445 -1.932184 0.755754 -0.1 0.0 0.1
H 0.931862 0.406618 1.943518 -0.1 -0.1 -0.1
H 2.108789 1.677233 2.306434 0.0 -0.1 0.0
H 2.204893 0.112525 3.106946 0.0 0.1 -0.1
H 5.033345 0.296981 0.496316 -0.1 0.1 0.1
H 4.702143 0.456092 2.219799 0.0 0.0 -0.1
H 4.282371 1.771094 1.130111 0.0 -0.1 0.1


28
Properties=species:S:1:pos:R:3:forces:R:3 method="wB97M-V/def2-TZVPD" smiles="O=C1OCC[C@H]1CCO.CCO" orbital_gap_ev=10.613 relative_energy_kcal_mol=32.7 lumo_energy_ev=0.7
O -1.815676 1.188440 2.556730 -2.2 -0.4 4.7
C -1.357473 1.344102 1.521375 1.5 1.0 -5.1
O -0.337375 2.193921 1.242652 0.6 0.5 0.6
C 0.478966 1.593004 0.235207 -0.5 -0.6 -0.9
C -0.207899 0.235098 -0.095898 0.8 1.1 1.1
C -1.640435 0.627868 0.218626 0.0 -1.5 -0.2
C -2.680834 -0.466300 0.380780 0.4 0.2 0.0
C -4.039889 0.142036 0.674789 0.0 0.2 0.0
O -5.023140 -0.391584 -0.190617 -0.2 -0.3 -0.3
H 0.501681 2.151543 -0.693733 0.0 0.8 0.1
H 1.459510 1.506545 0.656743 0.6 -0.2 0.0
H 0.022159 -0.082588 -1.095304 -0.1 -0.3 -0.3
H 0.209005 -0.426481 0.652801 -0.2 -0.8 -0.1
H -1.930276 1.282008 -0.599167 -0.3 0.6 0.2
H -2.712844 -1.081995 -0.509631 -0.2 -0.1 -0.3
H -2.380709 -1.107775 1.195651 0.1 -0.3 0.3
H -3.981953 1.221638 0.555332 0.0 0.3 -0.1
H -4.288749 -0.019575 1.715887 -0.3 -0.2 0.3
H -5.692619 0.271274 -0.376153 0.0 0.0 0.1
C 4.374881 -1.705606 -1.452424 -0.1 0.0 0.0
C 3.873390 -0.469591 -0.729655 0.0 -0.3 0.2
O 2.618218 -0.711570 -0.093575 0.1 0.0 -0.1
H 3.649333 -2.029756 -2.199176 0.0 0.0 0.0
H 5.326463 -1.510612 -1.948832 0.0 0.0 0.0
H 4.512545 -2.532813 -0.752160 0.1 0.0 0.0
H 3.718584 0.347638 -1.432727 -0.1 0.0 0.1
H 4.599330 -0.142550 0.021554 0.1 0.1 -0.1
H 2.745808 -1.426319 0.540923 0.0 0.1 -0.1


23
Properties=species:S:1:pos:R:3:forces:R:3 method="wB97M-V/def2-TZVPD" orbital_gap_ev=9.095 relative_energy_kcal_mol=84.4 lumo_energy_ev=0.5
H -1.843879 -2.134127 -2.206239 -2.0 -5.4 -1.8
N -1.339274 -1.429938 -1.924215 7.8 8.4 3.2
C 0.005351 -1.197693 -1.767909 -4.4 -2.5 -2.8
N 0.964896 -2.224462 -2.008728 -2.1 1.5 0.6
N 0.577952 0.093739 -1.644704 -0.3 -3.3 -0.4
C -0.068939 1.328954 -1.849819 -0.7 2.2 -0.5
C -0.721455 1.780589 -0.570136 -4.7 3.3 -1.7
H 0.709085 -3.184280 -2.228270 0.2 0.8 0.4
H 1.877910 -1.907181 -1.880289 1.7 -0.4 -0.1
H 1.561035 0.124788 -1.462860 0.2 -0.1 0.0
H -0.987767 1.291537 -2.521538 1.8 -0.5 0.1
H 0.695373 2.140693 -2.271352 -1.5 -1.9 0.9
H -1.802044 1.329467 -0.514597 1.4 1.0 -0.8
H -0.866022 2.951002 -0.556445 0.2 -2.2 0.1
H -0.532024 1.446809 0.365214 2.4 -0.9 2.6
C 0.694874 0.811640 2.526463 1.9 -4.1 -1.6
C -0.206036 -0.219479 3.269473 -1.3 -2.3 2.5
O -0.712036 -0.167133 4.385833 1.0 1.9 -1.4
O -0.329489 -1.445839 2.688012 0.8 -0.9 -1.9
H 1.660233 0.746965 3.082293 -0.9 0.7 0.1
H 0.266153 1.779450 2.447054 -0.2 0.7 0.0
H 1.108894 0.327346 1.465235 -1.8 1.4 2.6
H -0.712788 -2.242848 3.177522 0.5 2.5 -0.1


16
Properties=species:S:1:pos:R:3:forces:R:3 method="wB97M-V/def2-TZVPD" orbital_gap_ev=9.620 relative_energy_kcal_mol=113.1 lumo_energy_ev=0.9
C -1.901521 0.235577 0.858449 0.0 0.0 0.0
C -1.352366 0.723824 -0.461716 -0.5 0.0 0.1
C -0.308088 1.796911 -0.463328 0.1 -0.5 -0.2
C 0.254194 0.681999 -0.934027 0.3 0.4 0.2
C 1.561549 -0.047191 -0.756966 0.1 0.0 -0.1
C 1.597694 -0.914907 0.502010 0.0 0.0 0.1
H -1.163707 0.369847 1.653678 -0.1 0.0 -0.1
H -2.780190 0.844860 1.100382 0.1 -0.1 -0.1
H -2.213874 -0.812959 0.822871 0.0 0.1 0.0
H -0.580235 -0.224072 -1.155093 -0.1 0.0 0.0
H -2.048401 0.671901 -1.302872 0.2 0.0 0.1
H 2.318263 0.741984 -0.690084 -0.1 -0.1 0.0
H 1.794533 -0.654661 -1.639564 0.0 0.1 0.1
H 0.810141 -1.678439 0.484015 0.1 0.1 0.0
H 2.557623 -1.434965 0.585698 -0.1 0.1 0.0
H 1.454386 -0.299709 1.396546 0.0 -0.1 -0.1


Please write out number 3 again, unchanged.
23
Properties=species:S:1:pos:R:3:forces:R:3 method="wB97M-V/def2-TZVPD" orbital_gap_ev=9.095 relative_energy_kcal_mol=84.4 lumo_energy_ev=0.5
H -1.843879 -2.134127 -2.206239 -2.0 -5.4 -1.8
N -1.339274 -1.429938 -1.924215 7.8 8.4 3.2
C 0.005351 -1.197693 -1.767909 -4.4 -2.5 -2.8
N 0.964896 -2.224462 -2.008728 -2.1 1.5 0.6
N 0.577952 0.093739 -1.644704 -0.3 -3.3 -0.4
C -0.068939 1.328954 -1.849819 -0.7 2.2 -0.5
C -0.721455 1.780589 -0.570136 -4.7 3.3 -1.7
H 0.709085 -3.184280 -2.228270 0.2 0.8 0.4
H 1.877910 -1.907181 -1.880289 1.7 -0.4 -0.1
H 1.561035 0.124788 -1.462860 0.2 -0.1 0.0
H -0.987767 1.291537 -2.521538 1.8 -0.5 0.1
H 0.695373 2.140693 -2.271352 -1.5 -1.9 0.9
H -1.802044 1.329467 -0.514597 1.4 1.0 -0.8
H -0.866022 2.951002 -0.556445 0.2 -2.2 0.1
H -0.532024 1.446809 0.365214 2.4 -0.9 2.6
C 0.694874 0.811640 2.526463 1.9 -4.1 -1.6
C -0.206036 -0.219479 3.269473 -1.3 -2.3 2.5
O -0.712036 -0.167133 4.385833 1.0 1.9 -1.4
O -0.329489 -1.445839 2.688012 0.8 -0.9 -1.9
H 1.660233 0.746965 3.082293 -0.9 0.7 0.1
H 0.266153 1.779450 2.447054 -0.2 0.7 0.0
H 1.108894 0.327346 1.465235 -1.8 1.4 2.6
H -0.712788 -2.242848 3.177522 0.5 2.5 -0.1